{
  "formula": "C45H42N6PS4Ti",
  "method": "the ωB97M-V functional and the def2-TZVPD basis",
  "symbols": ["Ti", "S", "S", "S", "S", "P", "N", "N", "N", "N", "N", "N", "C", "C", "C", "C", "C", "C", "C", "C", "C", "C", "C", "C", "C", "C", "C", "C", "C", "C", "C", "C", "C", "C", "C", "C", "C", "C", "C", "C", "C", "C", "C", "C", "C", "C", "C", "C", "C", "C", "C", "C", "C", "C", "C", "C", "C", "H", "H", "H", "H", "H", "H", "H", "H", "H", "H", "H", "H", "H", "H", "H", "H", "H", "H", "H", "H", "H", "H", "H", "H", "H", "H", "H", "H", "H", "H", "H", "H", "H", "H", "H", "H", "H", "H", "H", "H", "H", "H"],
  "coordinates": [[-1.11651, 0.47005, -0.37555], [-1.80635, -1.36287, 3.50591], [-1.49556, 3.80125, 3.02366], [0.99131, -3.12637, 4.34639], [-0.49280, -3.41274, 1.19303], [0.93159, 1.78616, -1.58014], [-3.03828, 0.11328, 0.18875], [-3.10062, -0.81982, -1.94467], [0.51863, -0.04744, 0.94686], [-1.12824, 1.97830, 1.31177], [-1.75465, -0.67208, -1.75123], [1.68039, 0.19591, 2.81377], [-1.95042, -3.88271, 2.16485], [2.89000, 2.37690, 0.27914], [2.88790, 4.26224, 1.77176], [3.47090, 3.08396, 1.32016], [-0.48698, 2.68454, -2.22055], [-2.73287, -2.66634, 2.66827], [0.47515, -2.84254, -3.76309], [2.39138, 0.29238, -3.39902], [1.62926, -0.88436, 0.88188], [3.54893, -1.43431, 2.28439], [-0.27336, 1.71121, 2.35651], [-0.27434, -2.36008, -2.69445], [0.62087, 0.59553, 2.09354], [-0.97314, -0.48464, -4.05082], [-0.35585, 2.57959, 3.39426], [-0.57363, -3.23753, 5.27012], [-1.84149, 3.04064, 1.54277], [2.21483, 1.55005, -2.83098], [-5.09649, 0.36058, 1.40680], [-2.94164, 3.73269, -2.84677], [0.81281, -4.48736, 1.83947], [-0.98347, -1.17657, -2.84249], [-1.47983, -2.01426, 5.15464], [2.36338, -0.74689, 2.06047], [2.08647, -1.69653, -0.15043], [-3.75047, -0.39222, -0.89036], [3.98454, 2.42105, -4.21341], [-2.85847, 2.69010, -1.93258], [3.35800, 0.10236, -4.37694], [-1.79851, 4.24600, -3.45913], [-3.75113, 0.45447, 1.31653], [3.02324, 2.61475, -3.23640], [1.72080, 2.84378, -0.32490], [0.95454, -4.64541, 3.35241], [1.14742, 4.03012, 0.12450], [-1.61642, 2.13629, -1.60273], [4.15025, 1.16405, -4.78402], [3.27788, -2.36534, 0.05487], [-5.83858, -0.09639, 0.27498], [-0.55474, 3.72031, -3.14937], [3.99307, -2.24340, 1.25637], [-5.18001, -0.46170, -0.84571], [-0.23554, -0.98075, -5.11204], [1.73047, 4.73588, 1.16981], [0.49297, -2.15684, -4.96773], [0.24759, 4.40279, -0.35051], [-3.16680, 0.77946, 2.16476], [-2.62005, -4.48776, 1.55211], [-2.42501, -2.22590, 5.65981], [1.89125, -5.17253, 3.53930], [4.09997, -1.33669, 3.21011], [4.90367, 1.01509, -5.54654], [0.72274, -5.48582, 1.40636], [-6.91794, -0.15290, 0.32258], [-1.03040, -1.16679, 5.67725], [1.72057, -4.04248, 1.42806], [-1.62519, -4.50662, 2.99284], [1.53313, -1.79984, -1.07292], [-3.18881, -2.15114, 1.82001], [-1.55186, 0.42606, -4.14023], [3.35282, 1.46159, -0.07654], [1.06428, -2.54347, -5.80187], [-3.77270, 2.29956, -1.49741], [3.48957, -0.87697, -4.81845], [-5.68392, -0.82376, -1.73059], [4.60716, 3.24718, -4.53062], [-5.59173, 0.63039, 2.32831], [4.91868, -2.79037, 1.37614], [-0.33799, -2.90401, -1.75919], [-0.33881, -3.38719, 6.32494], [-1.09755, -4.13085, 4.93855], [-3.91165, 4.13805, -3.10793], [1.76807, -0.53759, -3.08525], [4.38698, 2.72330, 1.77195], [0.17083, -5.28313, 3.75909], [-2.57325, 3.41864, 0.84205], [1.28792, 5.66613, 1.50365], [1.02325, -3.77042, -3.65808], [2.90422, 3.58935, -2.77885], [-1.88405, 5.05118, -4.17724], [1.97180, 0.57852, 3.69657], [3.34751, 4.82064, 2.57729], [3.67078, -2.99885, -0.72956], [0.34131, 4.10219, -3.62524], [-3.55184, -2.99497, 3.31204], [-0.22464, -0.44966, -6.05509], [0.20353, 2.59268, 4.31520]],
  "atomic_forces_ev_per_a": [[0.1, 0.1, -0.2], [0.0, 0.1, 0.0], [-0.1, -0.2, 0.1], [0.0, 0.0, 0.0], [-0.1, 0.0, 0.1], [-0.2, -0.1, 0.0], [-0.1, 0.0, -0.1], [0.1, 0.0, 0.0], [0.2, -0.1, 0.1], [0.0, -0.1, 0.1], [0.0, 0.1, 0.1], [0.0, 0.1, 0.0], [0.0, 0.0, 0.0], [0.0, 0.0, 0.0], [0.0, 0.0, 0.0], [0.0, 0.0, 0.0], [0.2, 0.1, 0.0], [0.0, 0.0, 0.0], [0.0, 0.0, 0.0], [0.0, 0.0, 0.0], [0.0, 0.1, 0.0], [0.0, 0.0, 0.0], [-0.1, 0.0, 0.1], [0.0, 0.0, -0.1], [0.0, 0.0, -0.1], [0.0, 0.0, 0.0], [0.1, 0.1, -0.1], [0.0, 0.0, 0.0], [0.1, 0.1, -0.1], [0.1, 0.0, 0.0], [0.0, 0.0, 0.0], [0.0, 0.0, 0.0], [0.0, 0.0, 0.0], [0.0, 0.0, 0.0], [0.0, 0.0, 0.0], [0.0, 0.0, 0.0], [0.1, 0.0, 0.0], [0.0, 0.0, -0.1], [0.0, 0.0, 0.0], [0.0, 0.0, 0.0], [0.0, 0.0, 0.0], [0.0, 0.0, 0.0], [0.0, 0.0, 0.1], [0.0, 0.0, 0.0], [0.0, 0.0, 0.0], [0.0, 0.0, 0.0], [0.0, 0.0, 0.0], [-0.1, 0.0, 0.0], [0.0, 0.0, 0.0], [0.0, 0.0, 0.0], [0.0, 0.0, -0.1], [-0.1, 0.0, 0.0], [0.0, 0.0, 0.0], [-0.1, 0.0, 0.0], [0.0, 0.0, 0.0], [0.0, 0.0, 0.0], [0.0, 0.0, 0.0], [0.0, 0.0, 0.0], [0.0, 0.0, 0.0], [0.0, 0.0, 0.0], [0.0, 0.0, 0.0], [0.0, 0.0, 0.0], [0.0, 0.0, 0.0], [0.0, 0.0, 0.0], [0.0, 0.0, 0.0], [0.0, 0.0, 0.0], [0.0, 0.0, 0.0], [0.0, 0.0, 0.0], [0.0, 0.0, 0.0], [0.0, 0.0, 0.0], [0.0, 0.0, 0.0], [0.0, 0.0, 0.0], [0.0, 0.0, 0.0], [0.0, 0.0, 0.0], [0.0, 0.0, 0.0], [0.0, 0.0, 0.0], [0.0, 0.0, 0.0], [0.0, 0.0, 0.0], [0.0, 0.0, 0.0], [0.0, 0.0, 0.0], [0.0, 0.0, 0.0], [0.0, 0.0, 0.0], [0.0, 0.0, 0.0], [0.0, 0.0, 0.0], [0.0, 0.0, 0.0], [0.0, 0.0, 0.0], [0.0, 0.0, 0.0], [0.0, 0.0, 0.0], [0.0, 0.0, 0.0], [0.0, 0.0, 0.0], [0.0, 0.0, 0.0], [0.0, 0.0, 0.0], [0.0, 0.0, 0.0], [0.0, 0.0, 0.0], [0.0, 0.0, 0.0], [0.0, 0.0, 0.0], [0.0, 0.0, 0.0], [0.0, 0.0, 0.0], [0.0, 0.0, 0.0]],
  "orbital_gap_ev": [6.2, 6.2],
  "de_lowest_kcal_mol": 0.99,
  "charge": 1,
  "spin_multiplicity": 1,
  "energy_ha": -4852.005648
}